(1)
DFT (wB97M-V/def2-TZVPD) results for 6 unconnected molecules or ions with the total composition C29H43F16N4O15S2 at a distorted geometry.

```
109
C29H43F16N4O15S2 (wB97M-V/def2-TZVPD)
C 6.2872 -0.7699 2.7457
N 4.9750 -1.0225 3.3907
C 3.9864 -1.6012 2.4616
C 2.7455 -0.6385 2.1531
S 1.6815 -1.5896 0.9364
N 3.2991 0.5355 1.3834
C 2.8472 1.8629 1.8739
O 1.5189 2.0853 1.3128
N 1.3082 3.4440 1.2366
O 0.7238 3.6928 0.2473
C 2.7614 2.0021 3.4544
C 3.8539 2.9888 4.0591
C 5.3231 2.6767 3.6027
C 5.9982 3.1894 2.2737
N 6.0566 1.9676 4.4098
O 2.7058 0.7392 4.1634
C 1.9145 -0.2080 3.4288
S 1.3531 -1.6136 4.4877
O -0.0887 -1.3548 4.7928
O 1.4558 -2.9392 3.8402
F 2.1650 -1.6841 5.9174
H 6.5806 -1.6735 2.1390
H 6.2777 0.1535 2.0926
H 7.0579 -0.5684 3.5485
H 5.0933 -1.6957 4.1475
H 4.5072 -1.7496 1.4560
H 3.6840 -2.6250 2.8028
H 2.6522 -2.2702 0.2012
H 4.3350 0.4875 1.3383
H 2.9839 0.4665 0.3939
H 3.4849 2.7064 1.4899
H 1.7647 2.5051 3.6695
H 3.8384 3.0303 5.1776
H 3.5749 4.0169 3.6718
H 5.5548 2.7616 1.3291
H 5.9091 4.3156 2.1847
H 7.1070 2.9714 2.2320
H 6.9986 1.8722 3.9968
H 0.9695 0.3303 3.0937
C -0.3441 -4.4419 -4.4805
C -0.5969 -4.7978 -3.0290
O 0.5225 -5.5127 -2.4731
C 1.5713 -4.7705 -2.1166
O 1.6365 -3.5770 -2.2305
C 2.6583 -5.6497 -1.5063
F 2.8996 -6.7434 -2.2387
F 2.3181 -6.0728 -0.2786
F 3.8258 -5.0028 -1.3822
H -0.1003 -5.3351 -5.0546
H -1.2228 -3.9670 -4.9189
H 0.5014 -3.7591 -4.5794
H -1.4572 -5.4635 -2.9592
H -0.8238 -3.9139 -2.4287
C -2.2950 4.3239 -0.3063
C -2.2984 4.4720 1.2023
O -3.5716 4.9378 1.6708
C -4.5376 4.0101 1.7513
O -4.3978 2.8584 1.4616
C -5.8187 4.6285 2.3016
F -6.1231 5.7919 1.6981
F -5.7180 4.8908 3.6136
F -6.8769 3.8311 2.1520
H -2.5899 5.2612 -0.7827
H -1.3067 4.0417 -0.6632
H -3.0072 3.5639 -0.6311
H -1.5640 5.2226 1.4980
H -2.0253 3.5382 1.7011
C -6.3444 8.2344 0.2663
C -5.8438 8.0880 -1.1568
O -6.4777 9.0389 -2.0268
C -5.9937 10.2874 -1.9767
O -5.0954 10.6399 -1.2694
C -6.7241 11.1779 -2.9771
F -8.0555 11.0278 -2.9141
F -6.3630 10.8989 -4.2404
F -6.4737 12.4749 -2.7810
H -7.4335 8.1576 0.2980
H -5.9163 7.4654 0.9049
H -6.0819 9.2097 0.6796
H -6.1028 7.0985 -1.5359
H -4.7567 8.1818 -1.2145
C -2.6686 -2.0060 4.2299
C -3.9402 -2.8144 4.3934
O -4.7475 -2.7458 3.2060
C -4.3634 -3.5332 2.1935
O -3.4152 -4.2634 2.2211
C -5.3285 -3.3940 1.0203
F -5.6030 -2.1116 0.7367
F -6.5017 -3.9934 1.2730
F -4.8481 -3.9413 -0.1017
H -2.9051 -0.9764 3.9501
H -2.0971 -1.9995 5.1547
H -2.0392 -2.4153 3.4386
H -4.5396 -2.3964 5.2027
H -3.7272 -3.8536 4.6534
C 4.2432 -9.0402 -6.5240
C 3.1045 -9.3124 -7.4869
O 2.1718 -8.2187 -7.5020
C 2.5370 -7.1497 -8.2223
O 3.5623 -7.0568 -8.8302
C 1.4402 -6.0901 -8.1862
F 0.9809 -5.8705 -6.9407
F 0.3807 -6.4467 -8.9278
F 1.8526 -4.9089 -8.6536
H 3.8554 -8.8160 -5.5277
H 4.9077 -9.9030 -6.4603
H 4.8302 -8.1764 -6.8398
H 2.5486 -10.1908 -7.1581
H 3.4687 -9.5195 -8.4955
```

Energy in eV: -132581.0477
Total charge: +1
Gap between HOMO and LUMO in eV: 8.215

=====

(2)
DFT (wB97M-V/def2-TZVPD) results for a molecular structure, C29H43F5N6O5S2Sb2TeW at a distorted geometry.

```
94
C29H43F5N6O5S2Sb2TeW (wB97M-V/def2-TZVPD)
W -0.4191 -0.2031 -0.0358
O -4.1486 2.4466 2.0926
C -4.3109 2.8790 0.8607
O -5.1825 3.6336 0.5326
C -3.3485 2.4052 -0.1939
C -3.0685 3.1169 -1.3327
N -2.2802 2.3668 -2.1045
N -2.0220 1.1622 -1.5760
C -2.6988 1.1709 -0.3945
C -2.4922 0.0593 0.5005
O -2.2715 0.2437 1.7437
O -2.0215 -1.0928 -0.0649
H -3.3308 1.9431 2.2672
H -3.3832 4.1114 -1.6068
H -1.9134 2.5977 -3.0139
C 2.9242 -3.0346 -0.7542
Sb 0.8516 -2.5851 -0.3694
C 0.4073 -3.9359 1.2462
C 0.1642 -4.2154 -1.7473
C 0.6284 -4.2358 -3.1608
C 1.8188 -4.8874 -3.4869
C 2.2827 -4.9402 -4.7900
C 1.5518 -4.3455 -5.8099
C 0.3531 -3.7253 -5.5119
C -0.1322 -3.6781 -4.2023
C -1.4608 -3.0944 -3.9432
Sb -1.4031 -1.1974 -2.7592
C -3.5630 -1.2122 -2.7523
C -1.1957 0.1333 -4.4584
H 3.1671 -3.8790 -0.1136
H 3.5645 -2.1962 -0.5027
H 3.0302 -3.3175 -1.8000
H 1.2949 -4.5472 1.3919
H -0.4365 -4.5670 0.9759
H 0.1841 -3.3626 2.1397
H -0.9226 -4.2569 -1.6676
H 0.5887 -5.0693 -1.2202
H 2.3659 -5.3990 -2.7031
H 3.2121 -5.4452 -5.0165
H 1.9030 -4.3956 -6.8315
H -0.2525 -3.3023 -6.3053
H -2.1171 -3.7428 -3.3624
H -1.9600 -2.8009 -4.8655
H -3.8779 -1.6802 -3.6835
H -3.9651 -0.2037 -2.6954
H -3.9336 -1.8035 -1.9164
H -2.1893 0.4285 -4.7916
H -0.7058 -0.4185 -5.2594
H -0.5942 1.0042 -4.2049
S 1.1249 4.0074 -0.7407
C 1.3286 4.3794 0.9364
N 0.3391 4.1741 1.7776
C 0.3856 4.5631 3.1908
C 1.4021 5.6774 3.3740
C 2.7257 5.2655 2.7448
N 2.4904 4.8639 1.3559
H -0.5388 3.7957 1.4372
H 0.6332 3.6884 3.7949
H -0.6132 4.8821 3.4784
H 1.5403 5.8863 4.4320
H 1.0463 6.5903 2.8927
H 3.1645 4.4282 3.2917
H 3.4309 6.0936 2.7523
H 3.1909 5.0772 0.6627
F -1.2069 0.1052 3.9888
Te -0.0848 0.6372 2.5867
F 1.4942 0.2331 0.3317
F -1.3789 2.3343 2.7596
F -0.3362 1.6664 0.2087
F 1.1308 -0.2535 3.8478
O -0.1670 -0.9926 1.6167
S 4.4486 -0.7989 3.5311
C 3.7678 -2.2705 4.0558
C 2.9128 -2.7460 3.1165
N 2.7810 -1.9727 1.9889
C 3.5420 -0.9201 2.0872
H 4.0267 -2.7107 5.0040
H 2.3709 -3.6715 3.2208
H 3.6669 -0.1808 1.3126
C 2.9575 2.4960 -3.8517
C 3.0544 1.3107 -2.8776
C 3.4750 0.0179 -3.6190
C 4.0244 1.6097 -1.7070
C 1.7456 1.0050 -2.3314
N 0.7677 0.5804 -1.9036
H 3.9424 2.6660 -4.2838
H 2.6398 3.4000 -3.3337
H 2.2610 2.2887 -4.6642
H 4.5112 0.1228 -3.9387
H 2.8516 -0.1459 -4.4981
H 3.3894 -0.8496 -2.9640
H 4.7821 2.3166 -2.0414
H 4.5165 0.6937 -1.3841
H 3.5025 2.0417 -0.8564
```

Energy in eV: -107383.1165
Spin multiplicity: 3
Total charge: +2
Gap between HOMO and LUMO (spin up / spin down) in eV: 5.537 / 3.894

=====

(3)
DFT (wB97M-V/def2-TZVPD) results for a molecular structure, C29H44BrCdN3P2 at a distorted geometry.

```
80
C29H44BrCdN3P2 (wB97M-V/def2-TZVPD)
C 1.8256 3.7814 -0.1637
C 0.8424 3.0234 -0.8568
C 0.9334 3.0302 -2.2760
C 1.9686 3.7366 -2.8927
N 2.9131 4.4351 -2.2345
C 2.8117 4.4509 -0.8908
C -0.1409 2.2557 -0.1753
C -1.2251 1.8539 0.3740
C -2.5777 2.1426 0.7759
C -3.3780 1.1417 1.3738
C -4.6940 1.3984 1.7705
C -5.2265 2.6799 1.5693
C -4.4590 3.6983 0.9778
C -3.1462 3.4276 0.5856
Cd 0.0529 0.1393 0.4983
P 2.2573 -0.4014 -0.0960
H 0.2002 2.4779 -2.8722
H 1.8112 3.8223 0.9297
H 2.0457 3.7362 -3.9896
H 3.5757 5.0342 -0.3570
H -2.5414 4.2146 0.1245
H -2.9323 0.1529 1.5172
H -4.8906 4.6921 0.8286
H -5.3021 0.6149 2.2314
C 2.8455 -2.1462 0.2643
C 3.9959 -2.7456 -0.5546
H 1.9401 -2.7709 0.1565
H 3.0827 -2.1595 1.3450
H 4.1858 -3.7889 -0.2425
H 3.7534 -2.7638 -1.6311
H 4.9345 -2.1827 -0.4294
C 2.5719 -0.1539 -1.9270
C 3.9601 0.2634 -2.4267
H 1.8372 0.6177 -2.2157
H 2.2401 -1.0888 -2.4140
H 3.9329 0.4127 -3.5215
H 4.2747 1.2212 -1.9797
H 4.7329 -0.4927 -2.2113
C 3.4972 0.7158 0.7503
C 4.9664 0.2957 0.8802
H 3.0690 0.8858 1.7525
H 3.4026 1.6836 0.2244
H 5.5326 1.0702 1.4290
H 5.0681 -0.6468 1.4462
H 5.4533 0.1602 -0.0982
Br -7.0205 3.0490 2.1071
P -1.3262 -1.2587 -0.8773
C -0.4109 -2.3396 -2.1119
C -1.0854 -3.5640 -2.7446
H 0.4950 -2.6638 -1.5687
H -0.0543 -1.6404 -2.8913
H -0.3750 -4.0873 -3.4110
H -1.4054 -4.2880 -1.9755
H -1.9681 -3.2933 -3.3449
C -2.4797 -2.4652 -0.0083
C -3.7904 -2.9067 -0.6722
H -2.7089 -1.9804 0.9566
H -1.8468 -3.3360 0.2498
H -4.3554 -3.5743 0.0045
H -4.4364 -2.0388 -0.8902
H -3.6238 -3.4515 -1.6149
C -2.4641 -0.2028 -1.9306
C -2.9853 -0.7150 -3.2784
H -1.8930 0.7315 -2.0807
H -3.3004 0.0791 -1.2645
H -3.5931 0.0669 -3.7697
H -2.1569 -0.9633 -3.9646
H -3.6188 -1.6105 -3.1727
C -0.5598 -0.0845 5.9302
N -0.3603 -0.6236 4.5890
C -0.1246 -1.9057 4.2494
C 0.0347 -1.9626 2.8750
N -0.1083 -0.7187 2.3808
C -0.3527 0.0721 3.4418
H -1.4451 -0.5579 6.4012
H 0.3403 -0.2817 6.5503
H -0.7213 1.0150 5.8877
H -0.0576 -2.7302 4.9472
H 0.2560 -2.8398 2.2836
H -0.4987 1.1432 3.3726
```

Energy in eV: -128426.7044
Total charge: +2
Gap between HOMO and LUMO in eV: 7.386

=====

(4)
DFT (wB97M-V/def2-TZVPD) results for 4 unconnected molecules or ions with the total composition C29H44ClN3O3.

```
80
C29H44ClN3O3 (wB97M-V/def2-TZVPD)
C -4.5401 -10.1856 2.9925
O -4.8065 -8.8871 2.5174
C -4.0337 -8.5342 1.3772
C -2.8608 -7.6074 1.7437
C -2.9522 -6.2022 1.1293
C -2.0772 -6.0290 -0.1318
C -0.6639 -5.4899 0.1677
C -0.1588 -4.5833 -0.9542
C 1.2012 -3.8809 -0.7193
C 1.7441 -3.9131 0.7130
C 1.0105 -2.9483 1.6654
C 1.8896 -1.9602 2.4133
C 2.9166 -1.2210 1.5528
O 2.3755 -0.9223 0.2763
C 3.2742 -0.9848 -0.7538
Cl 4.4931 0.3491 -0.6777
O 2.5947 -2.6260 3.4488
C 2.7170 -1.8741 4.6379
H -3.4948 -10.2878 3.3023
H -4.7541 -10.9349 2.2227
H -5.1926 -10.3700 3.8419
H -4.7105 -8.0505 0.6732
H -3.6458 -9.4516 0.9239
H -1.9326 -8.0783 1.4107
H -2.8036 -7.5581 2.8318
H -3.9867 -5.9833 0.8562
H -2.6604 -5.4477 1.8625
H -2.5837 -5.3333 -0.8050
H -1.9973 -6.9954 -0.6336
H -0.6586 -4.9858 1.1330
H 0.0123 -6.3472 0.2346
H -0.9294 -3.8397 -1.1689
H -0.0755 -5.1969 -1.8548
H 1.9490 -4.2745 -1.4106
H 1.0832 -2.8258 -0.9800
H 2.8034 -3.6468 0.6657
H 1.7258 -4.9273 1.1123
H 0.2290 -2.4026 1.1362
H 0.5184 -3.5374 2.4431
H 1.2302 -1.2098 2.8689
H 3.2158 -0.2960 2.0500
H 3.8136 -1.8435 1.4735
H 2.7421 -0.8571 -1.6911
H 3.8360 -1.9201 -0.7686
H 3.5438 -2.2877 5.2126
H 2.9501 -0.8249 4.4364
H 1.8043 -1.9409 5.2370
C 1.0256 4.2852 -0.0561
C 1.9812 3.2875 0.0506
C 3.3161 3.6368 -0.0868
N 3.7343 4.8800 -0.3186
C 2.8035 5.8262 -0.4206
C 1.4423 5.5847 -0.2974
H -0.0270 4.0500 0.0480
H 1.7047 2.2570 0.2340
H 4.0802 2.8728 -0.0087
H 3.1680 6.8291 -0.6147
H 0.7401 6.4028 -0.3883
C -4.3192 7.4359 -0.7070
C -3.4107 6.3970 -0.5823
C -2.0609 6.6919 -0.6884
N -1.5821 7.9150 -0.9005
C -2.4676 8.9024 -1.0190
C -3.8391 8.7162 -0.9313
H -5.3829 7.2509 -0.6322
H -3.7385 5.3811 -0.4102
H -1.3168 5.9092 -0.6024
H -2.0538 9.8901 -1.1906
H -4.5116 9.5564 -1.0345
C 1.2047 6.5971 -4.2988
C 0.4803 7.5262 -3.5696
C 0.8730 8.8545 -3.6244
N 1.9073 9.2924 -4.3394
C 2.5925 8.3866 -5.0340
C 2.2851 7.0344 -5.0483
H 0.9352 5.5485 -4.2788
H -0.3638 7.2354 -2.9651
H 0.3332 9.6097 -3.0632
H 3.4320 8.7677 -5.6053
H 2.8804 6.3444 -5.6305
```

Energy in eV: -53919.6739
Gap between HOMO and LUMO in eV: 10.014
SMILES: COCCCCCCCCC[C@H](COCCl)OC.c1ccncc1.c1ccncc1.c1ccncc1